1.
Formula: C56H48NO38S2
Source: the Open Molecules 2025 dataset
Level of theory: the ωB97M-V functional and the def2-TZVPD basis

For the HOMO energy, the calculation gives -5.3 eV. As for the total energy: -159807.7730 eV. Its net charge is -1. The value obtained for the frontier orbital gap is 4.51 eV. Its lowest unoccupied orbital energy is -0.02819 Eh. The largest force on an atom is 5.20 eV/Å.

Structure (XYZ):
```
145
C56H48NO38S2 (the ωB97M-V functional and the def2-TZVPD basis)
C -2.92 4.00 -0.90
C -2.07 3.83 -2.27
O -0.92 3.32 -2.23
O -2.70 4.30 -3.46
C -3.08 3.22 -4.36
C -4.63 2.74 -4.16
C -4.61 1.46 -3.13
C -4.69 0.13 -4.01
C -4.65 -1.24 -3.18
C -3.53 -1.31 -2.03
S -2.07 -2.37 -2.44
O -1.10 -2.22 -1.26
O -1.36 -1.93 -3.72
N -2.48 -4.05 -2.51
S -0.96 -4.87 -2.39
O -0.91 -6.02 -3.38
O -0.78 -5.37 -0.97
H -3.34 2.99 -0.58
H -2.28 4.43 -0.05
H -3.79 4.74 -1.06
H -2.36 2.34 -4.22
H -2.92 3.58 -5.44
H -5.07 2.46 -5.17
H -5.20 3.59 -3.64
H -3.64 1.58 -2.53
H -5.56 1.54 -2.50
H -3.92 0.18 -4.86
H -5.72 0.15 -4.54
H -4.38 -2.08 -3.94
H -5.67 -1.53 -2.73
H -3.12 -0.31 -1.68
H -4.03 -1.79 -1.10
H 0.12 -4.03 -2.65
C -8.43 3.47 1.64
C -7.66 2.93 0.69
C -6.32 3.49 0.37
O -5.63 2.96 -0.49
C -5.88 4.68 1.11
C -6.65 5.22 2.05
C -7.98 4.64 2.39
O -8.65 5.15 3.28
O -6.25 6.32 2.75
O -8.07 1.84 -0.02
H -9.41 3.07 1.88
H -4.91 5.09 0.85
H -6.98 6.51 3.37
H -7.34 1.65 -0.64
C -2.81 3.82 4.57
C -2.33 3.03 5.54
C -2.17 1.56 5.33
O -1.71 0.87 6.23
C -2.57 1.00 4.04
C -3.05 1.79 3.07
C -3.19 3.26 3.27
O -3.62 3.96 2.36
O -3.43 1.29 1.87
O -1.97 3.54 6.75
H -2.93 4.89 4.71
H -2.46 -0.06 3.90
H -3.74 2.06 1.35
H -1.66 2.77 7.28
C -10.42 1.59 5.10
C -9.94 0.80 6.07
C -9.77 -0.67 5.86
O -9.31 -1.35 6.76
C -10.18 -1.23 4.57
C -10.66 -0.45 3.61
C -10.80 1.02 3.80
O -11.23 1.72 2.89
O -11.04 -0.96 2.40
O -9.59 1.31 7.28
H -10.55 2.65 5.24
H -10.07 -2.30 4.44
H -11.35 -0.19 1.88
H -9.27 0.54 7.80
C 3.40 1.22 -3.89
C 4.05 0.98 -5.03
C 3.60 1.57 -6.33
O 4.22 1.35 -7.35
C 2.39 2.41 -6.31
C 1.74 2.64 -5.17
C 2.21 2.07 -3.88
O 1.60 2.33 -2.86
O 0.61 3.41 -5.14
O 5.16 0.19 -5.06
H 3.72 0.80 -2.95
H 2.06 2.81 -7.26
H 0.33 3.43 -4.20
H 5.45 0.17 -6.00
C 10.67 1.67 -6.47
C 9.54 0.96 -6.60
C 8.20 1.62 -6.60
O 7.20 0.95 -6.73
C 8.16 3.08 -6.42
C 9.28 3.78 -6.29
C 10.62 3.13 -6.32
O 11.63 3.81 -6.22
O 9.25 5.14 -6.13
O 9.57 -0.39 -6.73
H 11.64 1.20 -6.47
H 7.18 3.54 -6.41
H 10.19 5.41 -6.06
H 8.63 -0.67 -6.81
C 3.69 -7.23 -1.33
C 4.37 -8.28 -0.85
C 3.81 -9.66 -0.92
O 4.46 -10.60 -0.49
C 2.47 -9.84 -1.50
C 1.80 -8.79 -1.98
C 2.37 -7.41 -1.93
O 1.73 -6.49 -2.39
O 0.56 -8.93 -2.52
O 5.60 -8.13 -0.28
H 4.09 -6.23 -1.29
H 2.07 -10.84 -1.53
H 0.28 -8.02 -2.79
H 5.87 -9.03 -0.02
C 10.50 -5.49 0.67
C 11.17 -6.54 1.14
C 10.61 -7.92 1.07
O 11.26 -8.86 1.50
C 9.27 -8.09 0.49
C 8.60 -7.04 0.02
C 9.17 -5.67 0.06
O 8.54 -4.73 -0.40
O 7.36 -7.19 -0.53
O 12.40 -6.40 1.71
H 10.90 -4.49 0.71
H 8.87 -9.10 0.46
H 7.09 -6.29 -0.79
H 12.67 -7.30 1.97
C 3.57 2.95 8.53
C 2.45 2.25 8.37
C 1.12 2.91 8.34
O 0.11 2.24 8.18
C 1.07 4.37 8.51
C 2.20 5.07 8.67
C 3.53 4.41 8.67
O 4.54 5.08 8.80
O 2.17 6.42 8.83
O 2.47 0.89 8.24
H 4.55 2.48 8.55
H 0.10 4.84 8.50
H 3.10 6.69 8.92
H 1.54 0.62 8.14
```

2.
Formula: C56H50ClCrN9O4PS
Source: the Open Molecules 2025 dataset
Level of theory: the ωB97M-V functional and the def2-TZVPD basis

For the HOMO energy (spin up / spin down), the calculation gives -9.6 / -9.6 eV. As for the total energy: -141543.9714 eV. Its net charge is +1. The value obtained for the frontier orbital gap (spin up / spin down) is 7.80 / 7.50 eV. The spin multiplicity is 5. Its expectation value of S² is 6.01. Its lowest unoccupied orbital energy (spin up / spin down) is -0.06575 / -0.07675 Eh. As for the energy above the lowest of the compared OMol25 structures with the same formula, charge and spin: 26.0 kcal/mol. The largest force on an atom is 1.59 eV/Å.

Structure (XYZ):
```
123
C56H50ClCrN9O4PS (the ωB97M-V functional and the def2-TZVPD basis)
Cr -0.22 -0.20 0.53
C -4.09 3.34 -0.02
N -3.05 2.67 0.75
C -2.07 1.88 0.25
N -1.32 1.43 1.23
C -1.83 1.89 2.41
C -2.91 2.69 2.12
C -3.73 3.57 2.98
C -3.08 4.51 3.79
C -3.82 5.35 4.61
C -5.20 5.26 4.63
C -5.85 4.33 3.83
C -5.12 3.49 3.00
C -1.36 1.38 3.72
C -2.16 1.48 4.86
C -1.78 0.88 6.05
C -0.60 0.15 6.12
C 0.20 0.04 4.99
C -0.17 0.66 3.81
P -1.92 1.49 -1.54
C -1.98 -0.34 -1.62
N -1.14 -1.17 -1.02
C -1.51 -2.45 -1.31
C -2.61 -2.38 -2.15
N -2.88 -1.05 -2.33
C -3.96 -0.49 -3.13
C -3.34 -3.45 -2.85
C -2.63 -4.34 -3.67
C -3.30 -5.35 -4.33
C -4.68 -5.48 -4.20
C -5.38 -4.60 -3.39
C -4.72 -3.59 -2.72
C -0.87 -3.60 -0.66
C 0.38 -3.45 -0.06
C 0.96 -4.48 0.66
C 0.30 -5.69 0.79
C -0.94 -5.86 0.20
C -1.53 -4.83 -0.52
C -0.09 1.58 -1.62
N 0.72 0.86 -0.87
C 2.00 1.09 -1.30
C 1.95 1.99 -2.34
N 0.62 2.28 -2.54
C 0.06 3.23 -3.49
C 3.01 2.67 -3.12
C 3.05 2.55 -4.51
C 4.01 3.25 -5.23
C 4.92 4.06 -4.58
C 4.88 4.17 -3.19
C 3.93 3.48 -2.46
C 3.15 0.42 -0.67
C 3.02 -0.20 0.57
C 4.11 -0.79 1.20
C 5.35 -0.80 0.58
C 5.49 -0.23 -0.68
C 4.40 0.38 -1.30
H -3.71 3.63 -0.99
H -4.42 4.23 0.52
H -4.95 2.68 -0.16
H -2.00 4.56 3.77
H -3.31 6.07 5.23
H -5.78 5.92 5.27
H -6.93 4.27 3.84
H -5.62 2.74 2.41
H -3.11 2.00 4.81
H -2.42 0.95 6.91
H -0.31 -0.33 7.04
H 1.11 -0.55 5.03
H 0.47 0.58 2.94
H -4.25 -1.21 -3.89
H -3.62 0.43 -3.61
H -4.82 -0.26 -2.50
H -1.56 -4.22 -3.77
H -2.75 -6.04 -4.97
H -5.20 -6.27 -4.72
H -6.46 -4.71 -3.27
H -5.26 -2.92 -2.06
H 0.90 -2.50 -0.18
H 1.93 -4.33 1.12
H 0.74 -6.49 1.37
H -1.47 -6.79 0.31
H -2.51 -4.96 -0.95
H 0.82 3.96 -3.75
H -0.79 3.72 -3.05
H -0.26 2.72 -4.40
H 2.35 1.90 -5.01
H 4.04 3.16 -6.31
H 5.66 4.61 -5.14
H 5.59 4.81 -2.68
H 3.88 3.56 -1.38
H 2.06 -0.20 1.06
H 3.98 -1.24 2.18
H 6.20 -1.25 1.07
H 6.45 -0.25 -1.18
H 4.53 0.80 -2.28
O -2.94 -3.01 1.70
Cl -2.66 -1.64 1.99
O -3.03 -1.28 3.32
O -1.17 -1.46 1.88
O -3.30 -0.78 1.03
C 4.50 3.40 2.70
N 3.17 2.98 3.13
C 3.07 2.37 4.46
C 2.25 2.71 2.22
N 1.44 2.47 1.43
H 4.92 4.08 3.44
H 4.44 3.91 1.75
H 5.17 2.54 2.60
H 3.49 3.05 5.19
H 3.62 1.42 4.50
H 2.03 2.19 4.70
S 1.58 -1.86 -2.93
C 2.59 -3.12 -2.51
N 3.41 -3.00 -1.42
C 4.24 -3.98 -0.96
C 4.31 -5.17 -1.60
C 3.51 -5.35 -2.75
C 2.69 -4.36 -3.19
H 3.37 -2.12 -0.93
H 4.83 -3.73 -0.09
H 4.96 -5.95 -1.24
H 3.57 -6.29 -3.29
H 2.08 -4.48 -4.08
```